[1]
{
  "formula": "C14H15N4OPdS",
  "method": "wB97M-V/def2-TZVPD",
  "species": ["Pd", "N", "C", "S", "N", "N", "C", "C", "C", "C", "C", "C", "C", "C", "C", "C", "C", "C", "N", "H", "H", "H", "H", "H", "H", "H", "H", "H", "H", "H", "C", "O", "H", "H", "H", "H"],
  "xyz": [[0.032, 0.573, -0.029], [-3.593, -0.092, -2.147], [-2.547, -0.098, -1.384], [-0.978, -0.128, -2.008], [-2.861, -0.231, 0.007], [-1.873, -0.080, 0.732], [-1.962, -0.440, 2.091], [-3.165, -0.901, 2.687], [-3.124, -2.007, 3.605], [-4.275, -2.454, 4.170], [-5.498, -1.766, 3.916], [-5.571, -0.703, 2.983], [-4.438, -0.279, 2.368], [-0.699, -0.366, 2.789], [-0.598, -0.470, 4.173], [0.665, -0.483, 4.763], [1.777, -0.379, 3.959], [1.602, -0.202, 2.573], [0.407, -0.184, 2.005], [-3.503, -0.044, -3.159], [-4.530, -0.167, -1.761], [-2.196, -2.537, 3.774], [-4.276, -3.339, 4.791], [-6.386, -2.052, 4.469], [-6.516, -0.207, 2.802], [-4.466, 0.584, 1.720], [-1.483, -0.513, 4.790], [0.766, -0.569, 5.837], [2.776, -0.396, 4.375], [2.457, -0.071, 1.924], [1.562, 3.254, 0.035], [0.306, 2.739, -0.514], [1.446, 4.304, 0.290], [2.374, 3.128, -0.675], [1.762, 2.703, 0.949], [0.135, 3.200, -1.349]],
  "relative_energy_kcal_mol": 48.1,
  "spin_multiplicity": 1,
  "total_charge": 3,
  "lumo_ha": [-0.50156, -0.50189],
  "molar_mass_g_mol": 393.8
}

[2]
{
  "formula": "C14H15O4P",
  "method": "wB97M-V/def2-TZVPD",
  "species": ["C", "C", "C", "O", "C", "C", "C", "O", "C", "C", "C", "P", "C", "O", "C", "C", "C", "C", "O", "H", "H", "H", "H", "H", "H", "H", "H", "H", "H", "H", "H", "H", "H", "H"],
  "xyz": [[-2.190, 3.538, 0.245], [-0.892, 4.584, 0.214], [0.372, 3.660, -0.376], [0.313, 3.480, -1.844], [0.213, 2.009, -2.021], [-1.088, 1.371, -2.473], [-1.122, -0.298, -2.589], [-1.850, -0.960, -3.508], [-0.205, -1.067, -1.419], [-0.650, -2.465, -0.685], [0.336, -3.081, 0.493], [-0.102, -4.701, 1.477], [0.087, -4.136, 3.330], [1.109, -5.880, 1.058], [1.768, -2.360, 0.970], [2.216, -0.967, 0.232], [1.229, -0.360, -0.928], [1.570, 1.083, -1.703], [2.810, 1.488, -2.014], [-2.717, 3.560, 1.293], [-1.890, 2.426, 0.012], [-2.924, 3.891, -0.609], [-0.623, 4.844, 1.323], [-1.055, 5.507, -0.486], [0.294, 2.638, 0.227], [1.427, 4.111, -0.097], [-2.060, 2.011, -2.726], [-1.664, -2.954, -1.008], [-0.330, -3.027, 3.478], [1.230, -4.112, 3.662], [-0.571, -4.835, 3.999], [1.324, -5.760, 0.075], [2.422, -2.829, 1.843], [3.215, -0.410, 0.555]],
  "relative_energy_kcal_mol": 428.5,
  "spin_multiplicity": 1,
  "total_charge": 0,
  "lumo_ha": -0.07020,
  "molar_mass_g_mol": 278.2
}

[3]
{
  "formula": "C14H15O4PSc",
  "method": "wB97M-V/def2-TZVPD",
  "species": ["Sc", "C", "O", "C", "O", "C", "O", "C", "O", "C", "H", "H", "C", "H", "H", "C", "P", "C", "C", "C", "C", "C", "C", "C", "H", "H", "H", "H", "H", "H", "H", "H", "H", "H", "H"],
  "xyz": [[-0.093, -0.324, 0.027], [-0.392, 1.173, 1.785], [-0.521, 1.956, 2.640], [-0.008, 1.840, -0.678], [0.004, 2.885, -1.160], [-2.396, 0.057, 0.079], [-3.510, 0.328, 0.289], [2.213, 0.056, -0.327], [3.335, 0.243, -0.577], [-0.014, -1.939, -1.745], [0.918, -2.525, -1.836], [-0.914, -2.567, -1.912], [-0.037, -0.637, -2.270], [-0.955, -0.181, -2.669], [0.848, -0.140, -2.692], [-0.009, -2.694, 1.631], [0.660, -1.107, 2.459], [2.449, -0.584, 2.648], [0.442, -1.741, 4.143], [-0.792, -1.500, 4.757], [-0.858, -1.675, 6.118], [0.238, -2.141, 6.852], [1.405, -2.531, 6.184], [1.515, -2.399, 4.813], [0.265, -2.770, 0.565], [-1.116, -2.843, 1.762], [0.480, -3.532, 2.153], [2.473, -0.225, 3.685], [3.041, -1.509, 2.544], [2.897, 0.234, 2.038], [-1.636, -1.119, 4.167], [-1.765, -1.416, 6.632], [0.227, -2.171, 7.927], [2.262, -2.929, 6.714], [2.437, -2.689, 4.268]],
  "relative_energy_kcal_mol": 24.4,
  "spin_multiplicity": 1,
  "total_charge": 3,
  "lumo_ha": [-0.50432, -0.50437],
  "molar_mass_g_mol": 323.2
}

[4]
{
  "formula": "C14H16",
  "method": "wB97M-V/def2-TZVPD",
  "species": ["C", "C", "C", "C", "C", "C", "C", "H", "H", "H", "H", "H", "H", "H", "H", "C", "C", "C", "C", "C", "C", "C", "H", "H", "H", "H", "H", "H", "H", "H"],
  "xyz": [[0.601, -1.388, 2.025], [1.226, -0.126, 2.530], [2.460, -0.182, 3.175], [3.112, 0.965, 3.586], [2.611, 2.203, 3.195], [1.360, 2.272, 2.621], [0.679, 1.115, 2.242], [-0.496, -1.310, 1.997], [0.714, -2.257, 2.681], [0.878, -1.711, 1.019], [2.883, -1.157, 3.384], [4.060, 0.957, 4.111], [3.143, 3.112, 3.433], [0.872, 3.232, 2.500], [-0.211, 1.235, 1.641], [-3.250, -1.874, -2.386], [-2.070, -0.986, -2.669], [-2.206, 0.072, -3.575], [-1.236, 1.052, -3.614], [-0.057, 0.929, -2.872], [0.129, -0.192, -2.092], [-0.918, -1.101, -1.913], [-3.624, -2.382, -3.279], [-4.087, -1.306, -1.974], [-3.017, -2.704, -1.713], [-3.103, 0.122, -4.175], [-1.419, 2.000, -4.115], [0.689, 1.711, -2.954], [1.072, -0.383, -1.596], [-0.793, -1.920, -1.213]],
  "relative_energy_kcal_mol": 9.5,
  "spin_multiplicity": 1,
  "total_charge": 0,
  "lumo_ha": 0.03426,
  "molar_mass_g_mol": 184.3
}

[5]
{
  "formula": "C14H16",
  "method": "wB97M-V/def2-TZVPD",
  "species": ["C", "C", "C", "C", "C", "C", "C", "H", "H", "H", "H", "H", "H", "H", "H", "C", "C", "C", "C", "C", "C", "C", "H", "H", "H", "H", "H", "H", "H", "H"],
  "xyz": [[-3.832, 2.507, 2.096], [-2.977, 2.121, 0.928], [-2.189, 1.022, 0.801], [-1.691, 0.519, -0.428], [-1.874, 1.271, -1.577], [-2.463, 2.545, -1.414], [-2.997, 2.952, -0.235], [-3.693, 1.828, 2.931], [-4.855, 2.490, 1.710], [-3.591, 3.517, 2.391], [-1.977, 0.316, 1.607], [-1.388, -0.501, -0.566], [-1.461, 0.974, -2.528], [-2.771, 3.205, -2.225], [-3.472, 3.919, -0.084], [4.953, -1.682, 0.141], [3.469, -1.816, -0.093], [2.619, -0.716, -0.061], [1.294, -0.865, -0.414], [0.734, -2.098, -0.696], [1.493, -3.280, -0.536], [2.858, -3.034, -0.311], [5.460, -2.630, 0.325], [5.200, -1.061, 1.002], [5.340, -1.264, -0.783], [2.991, 0.277, 0.162], [0.634, -0.001, -0.455], [-0.322, -2.296, -0.856], [1.060, -4.264, -0.551], [3.447, -3.954, -0.282]],
  "relative_energy_kcal_mol": 24.0,
  "spin_multiplicity": 1,
  "total_charge": 0,
  "lumo_ha": 0.03445,
  "molar_mass_g_mol": 184.3
}

[6]
{
  "formula": "C14H16",
  "method": "wB97M-V/def2-TZVPD",
  "species": ["C", "C", "C", "C", "C", "C", "C", "H", "H", "H", "H", "H", "H", "H", "H", "C", "C", "C", "C", "C", "C", "C", "H", "H", "H", "H", "H", "H", "H", "H"],
  "xyz": [[0.369, 1.233, 2.187], [0.498, -0.158, 2.781], [-0.428, -0.464, 3.885], [-0.422, -1.490, 4.718], [0.539, -2.557, 4.415], [1.361, -2.300, 3.315], [1.365, -1.199, 2.503], [-0.159, 1.236, 1.222], [1.422, 1.633, 1.966], [0.017, 2.080, 2.837], [-1.214, 0.244, 4.040], [-1.124, -1.666, 5.490], [0.752, -3.236, 5.218], [2.162, -2.989, 3.130], [2.082, -1.054, 1.721], [1.168, -0.609, -3.618], [0.074, 0.387, -3.402], [0.228, 1.577, -2.669], [-0.913, 2.329, -2.410], [-2.165, 1.901, -2.864], [-2.225, 0.740, -3.757], [-1.095, -0.078, -4.003], [2.187, -0.104, -3.962], [0.773, -1.230, -4.437], [1.424, -1.249, -2.824], [1.237, 1.810, -2.395], [-0.732, 3.176, -1.922], [-3.088, 2.526, -2.527], [-3.018, 0.598, -4.364], [-1.073, -1.089, -4.272]],
  "relative_energy_kcal_mol": 62.8,
  "spin_multiplicity": 1,
  "total_charge": 0,
  "lumo_ha": 0.03023,
  "molar_mass_g_mol": 184.3
}

- What is the formula in the first record?
  C14H15N4OPdS